No. 1
An isolated ion of composition C5H10NO and charge -1, computed with ωB97M-V/def2-TZVPD.

Properties
E_tot	-326.4408	Ha
relative energy (zero: lowest compared OMol25 entry of this formula, charge and spin)	1.211	eV
HOMO-LUMO gap	6.13	eV
net charge	-1

Cartesian coordinates (Å):
N: -0.8479 0.4523 0.6856
C: -0.1075 1.6814 0.3534
C: 0.8633 1.3778 -0.7271
C: 0.5047 -0.1925 -1.0641
C: 0.0279 -0.7312 0.2811
C: -0.6936 -2.1066 0.3910
O: 0.0705 -3.2063 0.1418
H: -1.0874 0.3419 1.6706
H: 0.1947 2.1128 1.3685
H: -0.8510 2.6116 0.1743
H: 1.9005 1.5248 -0.4103
H: 0.8294 2.0456 -1.6049
H: 1.2750 -0.8491 -1.5281
H: -0.3182 -0.0150 -1.7396
H: 0.9348 -0.9524 1.0405
H: -1.4781 -1.8997 -0.3865
H: -1.2172 -2.1955 1.3538



No. 2
C33H61I2N5OPSbSi3Y as an isolated structure, computed with ωB97M-V/def2-TZVPD.

Properties
E_tot	-3726.9598	Ha
relative energy (zero: lowest compared OMol25 entry of this formula, charge and spin)	0.320	eV
HOMO-LUMO gap	7.40	eV
net charge	+1

Cartesian coordinates (Å):
Y: 0.1357 0.3091 -0.3822
I: -1.8707 -4.5374 -1.2135
C: -1.8633 -3.4431 0.5377
C: -2.4540 -4.0060 1.6952
C: -2.4588 -3.3434 2.8901
I: -3.3610 -4.2401 4.5286
C: -1.8526 -2.0557 2.9815
C: -1.8120 -1.2693 4.1535
C: -1.2338 -0.0309 4.1367
C: -0.6720 0.4346 2.9378
N: -0.6777 -0.2735 1.8291
C: -1.2697 -1.5091 1.8246
C: -1.2791 -2.2052 0.5692
O: -0.7148 -1.6179 -0.4622
H: -2.9102 -4.9819 1.6140
H: -2.2525 -1.6563 5.0619
H: -1.2062 0.5921 5.0184
H: -0.2155 1.4178 2.8882
N: -0.9035 2.0788 -0.6040
P: -1.6474 2.2232 -1.9599
N: -2.5551 3.5936 -2.1065
C: -2.8913 4.3841 -0.9179
C: -4.3096 4.9179 -1.0295
C: -4.4514 5.8691 -2.2268
C: -3.4174 5.5403 -3.3077
C: -3.1616 4.0430 -3.3682
N: -2.5158 0.7905 -2.1877
C: -3.3524 0.3831 -1.0340
C: -4.1230 -0.8838 -1.3665
C: -5.1426 -0.6361 -2.4862
C: -4.6835 0.5224 -3.3715
C: -3.1687 0.5123 -3.4881
N: -0.7223 2.2607 -3.3629
C: -0.0393 1.0305 -3.7377
C: 0.4188 1.0750 -5.1896
C: 1.3087 2.2852 -5.4373
C: 0.6061 3.5541 -4.9693
C: 0.1555 3.4185 -3.5233
H: -2.1825 5.2141 -0.8073
H: -2.7704 3.7542 -0.0365
H: -4.5825 5.4210 -0.1010
H: -4.9901 4.0686 -1.1328
H: -4.3349 6.9053 -1.9068
H: -5.4578 5.7891 -2.6423
H: -2.4694 6.0435 -3.0976
H: -3.7474 5.8968 -4.2847
H: -2.4943 3.7916 -4.1922
H: -4.1078 3.5185 -3.5571
H: -4.0446 1.1907 -0.7574
H: -2.7169 0.2208 -0.1619
H: -4.6174 -1.2464 -0.4632
H: -3.4020 -1.6540 -1.6525
H: -6.1275 -0.4196 -2.0699
H: -5.2531 -1.5410 -3.0868
H: -4.9946 1.4820 -2.9490
H: -5.1369 0.4587 -4.3623
H: -2.8176 1.2461 -4.2147
H: -2.8373 -0.4709 -3.8477
H: -0.6965 0.1757 -3.5725
H: 0.8691 0.8932 -3.0996
H: -0.4712 1.1331 -5.8232
H: 0.9297 0.1433 -5.4423
H: 1.5883 2.3526 -6.4892
H: 2.2447 2.1675 -4.8748
H: -0.2695 3.7434 -5.5970
H: 1.2633 4.4208 -5.0631
H: -0.3742 4.3102 -3.1887
H: 1.0349 3.3038 -2.8633
C: 4.5515 2.5345 -2.4492
Si: 4.6751 0.6713 -2.4750
C: 6.4103 0.1165 -2.0922
C: 4.0992 -0.0561 -4.0955
Sb: 3.0076 -0.1465 -0.7588
Si: 3.1744 -2.7014 -0.7829
C: 4.9657 -3.2255 -0.8368
C: 2.3396 -3.3565 0.7494
C: 2.2643 -3.2339 -2.3219
Si: 3.8981 0.6255 1.5141
C: 3.1577 -0.4522 2.8547
C: 5.7593 0.5454 1.5916
C: 3.3007 2.3876 1.6937
H: 5.1198 2.9648 -3.2748
H: 4.9648 2.9349 -1.5224
H: 3.5205 2.8782 -2.5322
H: 7.0694 0.4727 -2.8854
H: 6.4988 -0.9708 -2.0500
H: 6.7765 0.5230 -1.1499
H: 4.6874 0.3542 -4.9179
H: 3.0480 0.1522 -4.2955
H: 4.2362 -1.1381 -4.1024
H: 5.5767 -2.6744 -0.1209
H: 5.4037 -3.0948 -1.8250
H: 5.0354 -4.2842 -0.5825
H: 2.9019 -3.1009 1.6464
H: 2.3009 -4.4460 0.6813
H: 1.3218 -3.0050 0.8657
H: 2.7316 -2.8292 -3.2194
H: 1.2214 -2.9104 -2.2894
H: 2.2639 -4.3220 -2.4039
H: 3.7663 -1.3450 2.9956
H: 2.1390 -0.7830 2.6612
H: 3.1575 0.0960 3.7975
H: 6.1479 -0.3986 1.2102
H: 6.0743 0.6363 2.6326
H: 6.2276 1.3546 1.0338
H: 2.2176 2.4920 1.5832
H: 3.7539 3.0314 0.9381
H: 3.5690 2.7831 2.6746



No. 3
C3H4FI as an isolated structure, computed with ωB97M-V/def2-TZVPD.

Properties
E_tot	-514.0710	Ha
relative energy (zero: lowest compared OMol25 entry of this formula, charge and spin)	4.179	eV
HOMO-LUMO gap (spin up / spin down)	8.57 / 8.29	eV

Cartesian coordinates (Å):
C: -1.0024 -2.1542 0.0633
C: -1.2482 -0.2749 -0.1882
C: -0.1408 0.6315 0.1005
F: -2.0563 -2.8635 -0.0530
I: -3.1993 0.4239 0.0302
H: 0.0647 -2.4233 -0.0376
H: 0.3699 0.7339 -0.9855
H: 0.5310 0.2533 0.7321
H: -0.4609 1.6093 0.5129



No. 4
C5H10O2 as an isolated structure, computed with ωB97M-V/def2-TZVPD.

Properties
E_tot	-346.8430	Ha
relative energy (zero: lowest compared OMol25 entry of this formula, charge and spin)	4.965	eV
HOMO-LUMO gap	8.43	eV

Cartesian coordinates (Å):
C: 2.0857 -0.2599 -0.4419
C: 0.8815 -0.0152 0.4150
O: -0.1866 1.6565 -0.5381
C: -1.4267 1.2473 -0.3405
C: -1.4981 -0.0119 0.7685
C: -0.3286 -0.7389 0.3099
O: -0.5127 -1.7062 -0.6093
H: 3.0144 -0.0563 0.0940
H: 2.0019 0.4371 -1.2811
H: 2.1414 -1.2853 -0.8239
H: 0.8871 0.7796 1.1457
H: -1.9482 0.8099 -1.2234
H: -2.1159 1.9868 0.1206
H: -1.3555 0.4259 1.7578
H: -2.4319 -0.5743 0.7060
H: 0.6278 -1.0521 1.2394
H: 0.1645 -1.6431 -1.2990



No. 5
A 3-piece molecular cluster, C7H10 overall, computed with ωB97M-V/def2-TZVPD.

Properties
E_tot	-272.4596	Ha
relative energy (zero: lowest compared OMol25 entry of this formula, charge and spin)	7.031	eV
HOMO-LUMO gap	9.03	eV

Cartesian coordinates (Å):
C: 1.6667 1.6203 -0.6738
C: 1.3628 0.5578 0.1475
C: -2.3860 -1.4080 -0.7935
C: 2.2801 -1.6881 -0.1683
C: 1.3848 -0.8686 0.2844
C: -2.2131 -0.3994 -0.1785
C: -2.4842 0.9286 0.5163
H: 1.4040 2.5665 -0.1929
H: 1.6727 1.7713 -1.8135
H: 0.9872 1.0261 1.1135
H: 0.7358 -1.2433 1.6139
H: -2.2516 -2.3654 -1.0099
H: 3.2600 -1.3542 -0.6600
H: 2.2213 -2.8193 -0.1984
H: -2.0879 1.7438 -0.1699
H: -1.9925 0.7428 1.4386
H: -3.5601 1.1891 0.7444



No. 6
C7H14N2 in the gas phase, computed with ωB97M-V/def2-TZVPD.

Properties
E_tot	-384.4315	Ha
relative energy (zero: lowest compared OMol25 entry of this formula, charge and spin)	5.453	eV
HOMO-LUMO gap	6.65	eV

Cartesian coordinates (Å):
C: -0.6074 -0.8531 -2.0056
C: -0.4678 0.5319 -1.4300
N: 0.8389 0.8939 -0.8328
N: -1.1295 1.5692 -1.8155
H: 0.8707 1.9138 -0.8277
H: 1.6421 0.5413 -1.3573
H: -2.0368 1.2982 -2.1918
H: -0.0235 -0.9399 -2.9279
H: -1.6562 -1.0528 -2.2227
H: -0.2802 -1.6259 -1.3135
C: 1.5457 -0.9460 0.8690
C: 0.8016 0.3705 0.8670
C: -1.0040 0.1146 0.7842
C: 1.1376 1.2793 1.8433
C: -1.6837 -0.9120 1.3083
H: -1.4419 1.1095 0.8764
H: 2.5538 -0.7716 0.4766
H: 1.0302 -1.7188 0.3017
H: 1.7061 -1.2887 1.8911
H: 0.6697 2.2562 1.8930
H: 1.5307 0.9454 2.7940
H: -1.3025 -1.9290 1.3289
H: -2.6935 -0.7859 1.6913



Q: Which of these has the lowest E_tot?
A: C33H61I2N5OPSbSi3Y



Repeat the sixth record exactly.
C7H14N2 in the gas phase, computed with ωB97M-V/def2-TZVPD.

Properties
E_tot	-384.4315	Ha
relative energy (zero: lowest compared OMol25 entry of this formula, charge and spin)	5.453	eV
HOMO-LUMO gap	6.65	eV

Cartesian coordinates (Å):
C: -0.6074 -0.8531 -2.0056
C: -0.4678 0.5319 -1.4300
N: 0.8389 0.8939 -0.8328
N: -1.1295 1.5692 -1.8155
H: 0.8707 1.9138 -0.8277
H: 1.6421 0.5413 -1.3573
H: -2.0368 1.2982 -2.1918
H: -0.0235 -0.9399 -2.9279
H: -1.6562 -1.0528 -2.2227
H: -0.2802 -1.6259 -1.3135
C: 1.5457 -0.9460 0.8690
C: 0.8016 0.3705 0.8670
C: -1.0040 0.1146 0.7842
C: 1.1376 1.2793 1.8433
C: -1.6837 -0.9120 1.3083
H: -1.4419 1.1095 0.8764
H: 2.5538 -0.7716 0.4766
H: 1.0302 -1.7188 0.3017
H: 1.7061 -1.2887 1.8911
H: 0.6697 2.2562 1.8930
H: 1.5307 0.9454 2.7940
H: -1.3025 -1.9290 1.3289
H: -2.6935 -0.7859 1.6913



Q: What is the E_tot in the first record?
A: -326.4408 Ha